1:
51
Properties=species:S:1:pos:R:3 method="wB97M-V/def2-TZVPD" molar_mass_g_mol=266.37 homo_energy_ev=-9.420 total_charge=0
C 2.1980 2.9225 -0.6226
C 3.2238 1.9749 0.0725
C 3.1467 1.9855 1.5950
O 2.8290 0.7117 -0.2965
H 1.2141 2.9073 -0.1537
H 2.2080 2.7814 -1.7034
H 2.4983 3.9647 -0.5138
H 4.2338 2.1451 -0.3003
H 3.8449 1.2655 2.0220
H 2.1382 1.6433 1.8273
H 3.2351 2.9715 2.0511
H 3.5694 0.1723 -0.0093
C 0.7585 -4.3200 0.5653
C 0.0230 -3.0085 0.3062
C -0.0573 -2.1397 1.5465
O 0.6794 -2.2116 -0.6752
H 0.7077 -4.9384 -0.3308
H 0.3032 -4.8755 1.3853
H 1.8267 -4.1888 0.7382
H -0.9634 -3.1248 -0.1429
H -0.6339 -1.2497 1.2943
H 0.9040 -1.8267 1.9540
H -0.4820 -2.6450 2.4140
H 0.1798 -1.4005 -0.7941
C -2.0861 2.4467 3.1761
C -1.1170 1.6727 2.2758
O -1.8214 1.2076 1.1323
H -2.3629 3.3698 2.6668
H -1.6139 2.7254 4.1182
H -2.9566 1.8353 3.4135
H -0.6879 0.8456 2.8414
H -0.2885 2.3548 2.0850
H -1.1850 0.9622 0.4569
C -3.1038 -1.1359 -1.3858
C -3.9849 -2.3321 -1.3788
O -4.1781 -2.6718 -2.7019
H -2.0622 -1.3441 -1.6302
H -2.9824 -0.5924 -0.4488
H -3.4689 -0.3164 -2.0048
H -4.9663 -2.1065 -0.9616
H -3.5174 -3.1604 -0.8463
H -4.8256 -3.3798 -2.7339
O 3.6544 0.9866 -2.9400
H 3.3757 0.9538 -2.0249
H 2.9171 1.3865 -3.4012
O -0.4112 1.5578 -2.9241
H 0.2438 1.7470 -3.5960
H -1.2491 1.7498 -3.3450
O 0.0939 0.4442 -0.4404
H -0.0157 0.6462 -1.3696
H 1.0154 0.6312 -0.2613



2:
51
Properties=species:S:1:pos:R:3 method="wB97M-V/def2-TZVPD" molar_mass_g_mol=266.37 homo_energy_ev=-9.750 total_charge=0
C 0.2452 3.8810 1.1469
C -0.5671 3.3078 2.2772
O 0.1907 3.2237 3.4226
H 0.3970 4.9509 1.2895
H -0.2782 3.8492 0.1913
H 1.2593 3.5188 0.9782
H -0.9156 2.3026 2.0402
H -1.4725 3.8898 2.4494
H 0.1505 4.0978 3.8175
C 0.0400 -2.8269 1.6605
C 1.2000 -3.3174 0.7907
O 2.2460 -3.7875 1.5936
H 0.3518 -2.0178 2.3210
H -0.3632 -3.6661 2.2275
H -0.7464 -2.3984 1.0392
H 1.5299 -2.5036 0.1449
H 0.7813 -4.1001 0.1581
H 2.5988 -3.0429 2.0864
C -2.5187 -3.5102 -2.8340
C -1.9494 -2.5086 -1.8428
O -2.9868 -2.1274 -0.9291
H -2.7171 -4.4218 -2.2702
H -1.8173 -3.7884 -3.6206
H -3.4251 -3.0971 -3.2766
H -1.7753 -1.6139 -2.4406
H -1.0839 -2.8242 -1.2603
H -2.5759 -1.4975 -0.3325
C -3.0366 -0.2364 1.8506
O -2.2100 0.2802 0.8202
H -3.9976 -0.5099 1.4149
H -2.7021 -1.1055 2.4172
H -3.2480 0.5597 2.5645
H -2.5883 1.0682 0.4231
C 4.0108 2.0503 0.2467
O 3.6297 2.6768 -0.9688
H 3.2279 2.0441 1.0051
H 4.1844 0.9924 0.0495
H 4.7896 2.6516 0.7158
H 3.9207 2.1763 -1.7346
C 0.6768 1.4544 -3.2525
O 0.3883 0.0574 -3.3977
H 0.8870 1.9325 -4.2092
H -0.1297 1.9051 -2.6741
H 1.6202 1.6093 -2.7290
H 0.1600 -0.2566 -2.5197
C 1.0976 0.2092 -0.1346
O 0.0085 -0.4428 -0.6557
H 1.0688 0.1182 0.9513
H 1.9879 -0.3585 -0.4050
H 1.1851 1.2467 -0.4571
H -0.7289 -0.0945 -0.1492



It comes down to 1, which is 216.3 kJ/mol more stable than the next structure.



1:
24
Properties=species:S:1:pos:R:3 method="wB97M-V/def2-TZVPD" molar_mass_g_mol=224.18 homo_energy_ev=-9.326 total_charge=0
O -0.9022 -1.5141 0.0791
C -2.0087 -0.9346 -0.1373
C -3.3962 -1.6960 -0.1702
C -4.5273 -0.9720 0.1014
N -4.4155 0.4577 0.0939
C -3.1114 1.1208 -0.0789
O -3.0804 2.3774 0.1560
N -2.0559 0.3371 -0.4186
H -3.2772 -2.7560 0.2579
H -5.5051 -1.3953 0.2622
H -5.0189 1.2094 0.7799
H -1.0009 0.6072 -0.2129
O 5.3825 0.7954 0.0387
C 4.3010 0.1937 -0.0448
C 4.0030 -1.1625 0.0711
C 2.6915 -1.5545 0.0688
N 1.6590 -0.7359 0.1750
C 1.7986 0.6783 0.0419
O 0.7187 1.4496 -0.1544
N 3.1168 0.9626 -0.0013
H 4.7414 -2.0486 -0.2616
H 2.2519 -2.5323 -0.3313
H 0.6540 -1.1414 0.4242
H 3.5724 2.0007 0.0717



2:
24
Properties=species:S:1:pos:R:3 method="wB97M-V/def2-TZVPD" molar_mass_g_mol=224.18 homo_energy_ev=-9.509 total_charge=0
O 1.4852 2.5333 -0.3487
C 1.5504 1.3084 -0.4529
C 1.5133 0.5264 -1.6723
C 1.7766 -0.8027 -1.5982
N 1.7085 -1.4737 -0.3830
C 1.5919 -0.8824 0.8210
O 1.6260 -1.3756 1.9480
N 1.6023 0.4949 0.6465
H 1.6579 1.2101 -2.5701
H 2.0568 -1.4817 -2.4192
H 1.9438 -2.5295 -0.4091
H 1.5994 0.8963 1.5821
O -1.6431 -2.3283 -0.8465
C -1.7589 -1.1121 -0.5196
C -2.2060 -0.0748 -1.4382
C -2.0313 1.1858 -1.1074
N -1.4723 1.4659 0.1898
C -1.3367 0.5264 1.2674
O -1.2544 0.7687 2.4144
N -1.3069 -0.6992 0.8064
H -2.5776 -0.4522 -2.4014
H -1.9996 2.0588 -1.7167
H -1.2439 2.4271 0.3569
H -1.4627 -1.4785 1.6225



It comes down to 2, which is 246.7 kJ/mol more stable than the next structure.



1:
24
Properties=species:S:1:pos:R:3 method="wB97M-V/def2-TZVPD" molar_mass_g_mol=224.18 homo_energy_ev=-9.228 total_charge=0
O 0.4716 2.7604 -0.8803
C 0.9421 1.6332 -0.7905
C 0.9293 0.5395 -1.9481
C 1.2863 -0.7327 -1.5902
N 1.9616 -1.0208 -0.3826
C 1.7717 -0.1650 0.7432
O 2.1948 -0.6287 1.8616
N 1.2888 1.1578 0.4067
H 0.5912 0.9501 -2.8879
H 1.2304 -1.6897 -2.2121
H 1.8609 -2.1205 0.0249
H 0.9626 1.9170 1.0497
O -0.5884 -2.7548 -0.0878
C -0.9973 -1.6010 -0.1690
C -1.6581 -0.9131 -1.2475
C -2.3030 0.2263 -0.9861
N -1.9884 0.9043 0.1676
C -1.3794 0.4845 1.2968
O -1.1440 0.9713 2.3227
N -0.7250 -0.8011 0.9497
H -1.5880 -1.4518 -2.1505
H -3.1235 0.5747 -1.6391
H -2.6425 1.7788 0.5437
H -0.0710 -1.2560 1.7028



2:
24
Properties=species:S:1:pos:R:3 method="wB97M-V/def2-TZVPD" molar_mass_g_mol=224.18 homo_energy_ev=-9.048 total_charge=0
O -0.2892 0.9611 -0.8998
C 0.5780 0.3516 -1.4231
C 1.9048 -0.0538 -0.8057
C 2.8972 -0.6713 -1.5202
N 2.3570 -1.2975 -2.7933
C 1.1123 -1.2029 -3.3167
O 0.9758 -1.9471 -4.3469
N 0.3569 -0.0352 -2.8036
H 2.1297 0.7750 -0.0403
H 3.9735 -0.8749 -1.2588
H 2.8296 -2.2496 -3.1252
H -0.7323 0.0118 -3.0282
O 0.1821 -0.7475 0.4834
C -0.6499 -0.2728 1.2544
C -1.6183 -0.9845 2.0701
C -2.3419 -0.1322 2.9312
N -2.1742 1.2379 3.0189
C -1.4617 1.9893 2.1104
O -1.4466 3.1687 2.0559
N -0.8683 1.1127 1.2181
H -1.8245 -2.0457 2.0378
H -3.1568 -0.3522 3.5916
H -2.5665 1.6899 3.8422
H -0.1668 1.5693 0.7480



It comes down to 1, which is 103.7 kJ/mol more stable than the next structure.



1:
12
Properties=species:S:1:pos:R:3 method="wB97M-V/def2-TZVPD" molar_mass_g_mol=80.15 homo_energy_ev=-8.955 total_charge=0
C 1.4078 1.4553 1.3352
O -0.0435 1.4202 1.3793
H 1.7552 0.5775 1.8826
H 1.7143 1.4504 0.3031
H 1.7369 2.2802 1.9718
H -0.3463 1.9649 0.6268
C -1.4014 -1.2268 -1.3197
S 0.0691 -1.7768 -0.4418
H -2.1507 -0.9947 -0.5699
H -1.7242 -1.9870 -2.0219
H -1.2554 -0.3177 -1.9073
H 0.2381 -2.8455 -1.2382



2:
12
Properties=species:S:1:pos:R:3 method="wB97M-V/def2-TZVPD" molar_mass_g_mol=80.15 homo_energy_ev=-8.408 total_charge=0
C -0.1219 1.4094 -0.5285
S 0.9721 0.0970 -1.1174
C 0.9200 -1.0255 0.2603
H 0.4221 2.1425 0.0559
H -0.9107 0.9286 0.0437
H -0.5950 1.8642 -1.3971
H 1.7149 -0.8870 1.0054
H 0.0741 -1.2622 0.9116
H 1.1495 -2.0446 -0.0906
O -2.2980 -0.4725 1.8676
H -2.4063 -1.2650 1.3605
H -1.9076 -0.8238 2.6527



It comes down to 2, which is 34.2 kJ/mol more stable than the next structure.



1:
15
Properties=species:S:1:pos:R:3 method="wB97M-V/def2-TZVPD" molar_mass_g_mol=89.11 homo_energy_ev=-16.242 total_charge=+1
C 0.5628 -0.8655 0.6133
C 1.2254 0.0087 -0.5273
C -0.5277 0.1024 1.0657
C 0.7698 1.4472 -0.1983
O -2.0075 -0.5257 -0.2661
O -0.3667 1.3270 0.7300
H 0.2343 -1.8190 0.1167
H 1.1975 -1.1632 1.4595
H 2.3366 -0.1511 -0.2942
H 1.0260 -0.5270 -1.4455
H -2.0740 0.1632 -0.9636
H -1.3129 -0.1984 1.7339
H 1.5822 2.0059 0.1360
H 0.3162 2.1116 -0.9199
H -2.8826 -0.4724 0.1835



2:
15
Properties=species:S:1:pos:R:3 method="wB97M-V/def2-TZVPD" molar_mass_g_mol=89.11 homo_energy_ev="-11.955 / -16.469" total_charge=+1
C 0.0497 0.5591 -0.5503
C 3.2975 1.6509 1.3421
C -1.9553 0.0136 0.6121
C -0.7716 -1.6033 -1.5835
O -0.7973 0.8344 0.3274
O 0.1716 -0.4441 -1.3926
H 2.8909 2.2413 0.5058
H 3.4623 2.1652 2.3317
H 3.3376 0.5338 1.1990
H -2.5085 0.4203 1.4312
H -1.7472 -0.9946 0.8793
H -2.6250 0.0834 -0.2450
H -0.1491 -2.3685 -1.2150
H -1.7039 -1.4456 -0.9761
H -0.9517 -1.6459 -2.6661



It comes down to 1, which is 504.8 kJ/mol more stable than the next structure.